Computed, not measured: a molecular structure, C5H9NO, with wB97M-V/def2-TZVPD.

```
16
Properties=species:S:1:pos:R:3:nbo_charge:R:1
O 2.20 -1.74 -1.46 -0.52
N -0.89 0.93 -0.34 -0.50
C -1.02 -0.77 0.08 -0.24
C 2.41 -0.99 -0.53 0.45
C 1.43 0.05 -0.04 -0.52
C 0.06 -0.11 -0.67 -0.17
C -1.75 0.66 1.16 -0.43
H 0.09 -0.30 -1.74 0.23
H 1.85 1.03 -0.28 0.24
H -1.00 0.74 1.95 0.22
H -1.80 -1.12 -0.62 0.15
H -1.55 1.08 -1.11 0.37
H 1.36 -0.01 1.05 0.24
H -2.53 -0.04 1.48 0.20
H 3.37 -1.03 0.02 0.11
H -2.25 1.64 1.05 0.17
```

The total energy comes out at -325.6948 hartree.

---

Computed, not measured: a single C5H9NO molecule, with wB97M-V/def2-TZVPD.

```
16
Properties=species:S:1:pos:R:3:nbo_charge:R:1
O -0.84 2.71 -1.61 -0.51
N 1.55 -0.55 0.08 -0.42
C -0.62 1.29 0.30 -0.53
C -0.82 -0.23 0.38 -0.39
C 0.23 -0.95 -0.47 -0.25
C -1.32 1.85 -0.93 0.45
C 2.16 -1.45 0.74 -0.03
H -2.23 1.29 -1.23 0.09
H 0.09 -2.03 -0.52 0.18
H 2.63 -1.16 1.68 0.17
H -1.04 1.81 1.16 0.23
H -1.81 -0.48 -0.02 0.20
H 2.28 -2.46 0.34 0.14
H -0.84 -0.56 1.42 0.21
H 0.44 1.53 0.21 0.26
H 0.13 -0.60 -1.50 0.19
```

Its SMILES is C=NCCCC=O. The total energy comes out at -325.8348 hartree.

---

Computed, not measured: a single C5H9NO molecule, with wB97M-V/def2-TZVPD.

```
16
Properties=species:S:1:pos:R:3:nbo_charge:R:1
O 2.46 -0.67 1.12 -0.57
N 1.32 -1.04 0.42 -0.16
C -0.69 -0.15 -0.64 -0.25
C 0.74 1.44 0.04 -0.48
C 0.71 -0.06 -0.08 0.23
C -0.78 1.41 -0.33 -0.39
C -1.38 -1.39 -0.03 -0.61
H -1.56 -1.32 1.05 0.21
H -0.72 -0.26 -1.73 0.21
H 1.01 1.81 1.03 0.23
H -0.66 -2.21 -0.14 0.23
H -1.00 2.01 -1.22 0.21
H -1.43 1.76 0.48 0.21
H -2.30 -1.70 -0.53 0.21
H 1.39 1.93 -0.70 0.23
H 2.88 -1.53 1.24 0.47
```

Its SMILES is C[C@H]1CC/C1=N\O. The total energy comes out at -325.8172 hartree.

---

Computed, not measured: a single C5H9NO molecule, with wB97M-V/def2-TZVPD.

```
16
Properties=species:S:1:pos:R:3:nbo_charge:R:1
O 0.80 -3.01 -0.29 -0.56
N 1.45 -1.01 0.72 -0.87
C -0.67 1.00 0.50 -0.16
C -0.44 -1.12 -0.89 -0.50
C 0.72 -1.83 -0.12 0.69
C -0.57 2.25 0.94 -0.42
C -0.40 0.44 -0.86 -0.46
H -0.18 2.96 0.20 0.18
H -0.40 -1.38 -1.95 0.23
H -1.43 -1.39 -0.53 0.23
H 1.79 -1.30 1.61 0.41
H -0.91 0.20 1.21 0.19
H 1.81 -0.14 0.36 0.40
H -1.16 0.90 -1.50 0.23
H -0.97 2.66 1.85 0.21
H 0.57 0.78 -1.25 0.20
```

Its SMILES is C=CCCC(N)=O. The total energy comes out at -325.8797 hartree.

---

Computed, not measured: 2 unconnected molecules or ions with the total composition C5H9NO, with wB97M-V/def2-TZVPD.

```
16
Properties=species:S:1:pos:R:3:nbo_charge:R:1
O -1.95 0.47 -2.11 -0.92
N -0.78 -0.05 0.35 -0.56
C -0.80 -1.40 0.07 -0.10
C 0.52 -1.87 -0.12 -0.29
C 1.44 -0.72 0.00 -0.30
C 0.61 0.35 0.37 0.14
C 0.98 1.67 0.88 -0.65
H -1.59 -2.12 0.07 0.23
H -1.11 0.17 -1.76 0.47
H 1.15 2.51 0.29 0.23
H 2.42 -0.86 -0.32 0.23
H 0.99 -2.82 -0.29 0.22
H -1.56 0.37 0.80 0.42
H 0.18 2.06 1.58 0.21
H 1.85 1.56 1.53 0.23
H -2.36 0.67 -1.35 0.44
```

Its SMILES is Cc1ccc[nH]1.O. The total energy comes out at -325.8598 hartree.

---

Computed, not measured: a single C5H9NO molecule, with wB97M-V/def2-TZVPD.

```
16
Properties=species:S:1:pos:R:3:nbo_charge:R:1
O -1.39 -1.39 2.06 -0.58
N -1.47 -0.38 1.08 -0.33
C -0.21 -0.22 0.47 0.13
C 0.13 0.37 -0.69 -0.06
C -0.58 1.28 -1.63 -0.64
C 1.57 -0.10 -0.57 -0.39
C 1.20 -0.55 0.88 -0.41
H 2.37 0.64 -0.67 0.19
H 1.46 -1.57 1.19 0.21
H -1.58 1.53 -1.26 0.22
H -2.06 -1.15 2.71 0.47
H 1.59 0.16 1.62 0.21
H 1.80 -0.96 -1.21 0.20
H -0.69 0.86 -2.64 0.22
H -2.11 -0.73 0.37 0.35
H -0.02 2.22 -1.72 0.22
```

Its SMILES is CC1=C(NO)CC1. The total energy comes out at -325.7997 hartree.

---

Computed, not measured: a single C5H9NO molecule, with wB97M-V/def2-TZVPD.

```
16
Properties=species:S:1:pos:R:3:nbo_charge:R:1
O 0.72 2.00 -0.11 -0.50
N 0.86 -0.02 -1.14 -0.48
C -1.37 -0.23 -0.73 -0.62
C 0.01 -0.22 0.06 0.06
C 1.00 1.24 -1.21 0.36
C 0.17 -1.50 0.89 -0.61
C 0.50 1.00 0.90 -0.10
H -1.89 0.73 -0.68 0.22
H 1.49 0.74 1.33 0.18
H 1.22 1.80 -2.11 0.19
H -2.00 -1.06 -0.42 0.21
H -0.43 -1.43 1.81 0.21
H -0.20 -2.36 0.33 0.22
H -0.10 1.42 1.71 0.20
H 1.20 -1.69 1.19 0.22
H -1.19 -0.40 -1.81 0.24
```

Its SMILES is CC1(C)COC=N1. The total energy comes out at -325.8727 hartree.

---

Computed, not measured: a single C5H9NO molecule, with wB97M-V/def2-TZVPD.

```
16
Properties=species:S:1:pos:R:3:nbo_charge:R:1
O -0.84 1.33 -1.53 -0.70
N 0.27 -2.92 -0.11 -0.33
C 0.25 -1.78 0.06 0.29
C -0.93 0.02 -1.05 -0.04
C -0.59 0.05 1.50 -0.59
C 1.43 0.43 -0.04 -0.59
C 0.08 -0.31 0.15 -0.19
H 0.05 -0.10 2.37 0.22
H -0.88 1.11 1.46 0.22
H 2.23 -0.21 -0.42 0.24
H 0.09 1.55 -1.65 0.46
H -0.79 -0.72 -1.86 0.18
H 1.31 1.26 -0.75 0.18
H -1.49 -0.55 1.65 0.22
H 1.77 0.92 0.88 0.23
H -1.94 -0.10 -0.66 0.19
```

Its SMILES is CC(C)(C#N)CO. The total energy comes out at -325.8841 hartree.

---

Computed, not measured: a single C5H9NO molecule, with wB97M-V/def2-TZVPD.

```
16
Properties=species:S:1:pos:R:3:nbo_charge:R:1
O -1.29 -0.57 1.76 -0.70
N -0.68 0.53 -1.92 -0.52
C -0.48 0.14 0.94 0.12
C 0.49 0.65 -1.05 -0.07
C 1.01 -0.37 0.97 -0.43
C -0.71 -0.04 -0.60 -0.17
C 1.61 -0.19 -0.48 -0.42
H 1.60 0.15 1.70 0.21
H 1.74 -1.17 -0.92 0.22
H -1.64 -1.46 1.20 0.46
H -1.06 1.48 -2.02 0.36
H -0.58 1.17 1.27 0.18
H 1.00 -1.40 1.35 0.21
H -0.59 -1.08 -0.75 0.16
H 0.48 1.69 -0.66 0.17
H 2.63 0.28 -0.46 0.21
```

Its SMILES is O[C@H]1CC[C@H]2N[C@H]12. The total energy comes out at -325.7468 hartree.

---

Computed, not measured: a single C5H9NO molecule, with wB97M-V/def2-TZVPD.

```
16
Properties=species:S:1:pos:R:3:nbo_charge:R:1
O -0.01 -0.69 -2.16 -0.69
N -1.66 1.13 0.52 -0.81
C 1.30 -0.11 0.13 -0.13
C 0.07 -1.40 0.19 -0.49
C 1.53 0.70 1.16 -0.50
C -0.30 -0.37 -0.83 0.19
C -1.21 0.66 -0.68 -0.08
H -1.62 0.51 1.32 0.37
H 2.51 1.13 1.30 0.21
H -1.51 1.21 -1.56 0.20
H 2.10 -0.35 -0.57 0.21
H 0.61 -2.26 -0.18 0.23
H -2.39 1.83 0.52 0.39
H -0.40 -1.31 1.16 0.22
H 0.20 -1.63 -2.20 0.47
H 0.77 0.96 1.88 0.19
```

The total energy comes out at -325.7599 hartree.

---

Computed, not measured: a molecular structure, C5H9NO, with wB97M-V/def2-TZVPD.

```
16
Properties=species:S:1:pos:R:3:nbo_charge:R:1
O -1.07 1.86 -0.44 -0.69
N -0.22 -1.30 -0.21 -0.34
C 0.72 -0.10 -0.36 -0.09
C -1.00 -0.43 0.83 -0.29
C 1.82 0.11 0.67 -0.64
C -1.10 -0.60 -1.20 -0.24
C -0.68 0.54 -0.29 0.21
H 2.36 1.04 0.45 0.22
H -2.06 -0.67 1.00 0.20
H 2.55 -0.71 0.62 0.23
H -0.69 2.37 0.28 0.47
H -0.73 -0.62 -2.23 0.19
H 1.16 -0.08 -1.37 0.19
H -0.37 -0.62 1.69 0.20
H 1.45 0.17 1.70 0.21
H -2.14 -0.95 -1.14 0.19
```

The total energy comes out at -325.8006 hartree.

---

Computed, not measured: a single C5H9NO molecule, with wB97M-V/def2-TZVPD.

```
16
Properties=species:S:1:pos:R:3:nbo_charge:R:1
O 1.92 -2.08 0.94 -0.62
N 0.85 -0.25 0.24 -0.43
C 1.77 -1.23 0.07 0.52
C -0.88 0.98 -0.81 -0.42
C -1.49 0.01 0.28 -0.41
C 0.66 0.81 -0.73 -0.22
C -0.26 -0.35 1.14 -0.24
H -1.89 -0.87 -0.22 0.20
H 1.07 0.69 -1.73 0.21
H -2.34 0.55 0.70 0.22
H -0.35 -1.43 1.33 0.23
H 1.16 1.68 -0.27 0.19
H -0.99 2.01 -0.47 0.21
H -1.36 0.73 -1.75 0.22
H 2.29 -1.30 -0.89 0.13
H -0.18 0.04 2.16 0.21
```

Its SMILES is O=CN1CCCC1. The total energy comes out at -325.8938 hartree.

---

Computed, not measured: 2 unconnected molecules or ions with the total composition C5H9NO, with wB97M-V/def2-TZVPD.

```
16
Properties=species:S:1:pos:R:3:nbo_charge:R:1
O -1.47 -0.58 -0.59 -0.74
N 2.35 2.73 1.88 -0.32
C -1.34 -1.39 -1.74 -0.26
C 1.69 1.89 1.43 0.26
C 0.96 0.77 -0.50 -0.29
C 0.47 -0.28 1.77 -0.64
C 0.99 0.79 0.83 -0.13
H -0.33 -1.80 -1.74 0.18
H -0.41 -0.78 1.35 0.25
H -2.11 0.12 -0.71 0.48
H 0.60 -0.09 -1.05 0.21
H -1.48 -0.84 -2.68 0.17
H -2.05 -2.22 -1.70 0.18
H 1.32 1.61 -1.08 0.21
H 0.19 0.16 2.74 0.22
H 1.24 -1.03 1.96 0.23
```

Its SMILES is C=C(C)C#N.CO. The total energy comes out at -325.8503 hartree.

---

Computed, not measured: a single C5H9NO molecule, with wB97M-V/def2-TZVPD.

```
16
Properties=species:S:1:pos:R:3:nbo_charge:R:1
O 0.16 0.21 -2.04 -0.51
N 0.04 0.75 0.60 -0.40
C -0.35 -1.11 -2.20 -0.11
C 0.42 -0.64 0.29 -0.15
C 0.67 -0.82 -1.19 0.04
C -0.83 1.23 1.67 -0.40
C 1.46 0.23 0.93 -0.42
H -0.53 2.27 1.85 0.22
H -0.60 0.65 2.57 0.21
H -1.89 1.20 1.42 0.20
H 1.71 -1.06 -1.41 0.21
H 1.41 0.08 2.02 0.13
H -0.06 1.29 -0.26 0.42
H -0.18 -1.41 0.79 0.20
H -0.05 -1.61 -3.13 0.19
H -1.38 -1.26 -1.91 0.18
```

The total energy comes out at -325.7346 hartree.

---

| no. | gap between HOMO and LUMO (eV) | HOMO level (eV) |
| --- | --- | --- |
| 1 | 8.76 | -7.78 |
| 2 | 9.99 | -9.23 |
| 3 | 10.41 | -9.32 |
| 4 | 10.44 | -9.57 |
| 5 | 8.97 | -8.23 |
| 6 | 8.76 | -7.81 |
| 7 | 10.36 | -9.38 |
| 8 | 11.42 | -10.82 |
| 9 | 9.84 | -8.92 |
| 10 | 6.96 | -6.10 |
| 11 | 10.28 | -9.50 |
| 12 | 10.15 | -9.27 |
| 13 | 10.27 | -9.71 |
| 14 | 8.20 | -7.34 |